<P>
{"formula": "C2H5N2", "method": "ωB97M-V/def2-TZVPD", "gap_ev": [8.2, 8.2], "homo_ev": [-14.827, -14.827], "lumo_ha": [-0.2438, -0.2437], "charge": 1, "elements": ["C", "C", "N", "N", "H", "H", "H", "H", "H"], "positions_angstrom": [[1.230, 0.168, -0.579], [0.457, -0.370, 0.397], [-2.021, 0.315, -0.006], [-1.186, -0.273, -0.448], [0.981, 0.071, -1.629], [0.531, -0.147, 1.373], [2.126, 0.791, -0.321], [0.232, -1.386, 0.418], [-2.351, 0.830, 0.794]]}


<Q>
{"formula": "C2H5N2", "method": "ωB97M-V/def2-TZVPD", "gap_ev": 12.1, "homo_ev": -16.612, "lumo_ha": -0.1644, "charge": 1, "elements": ["C", "C", "N", "N", "H", "H", "H", "H", "H"], "positions_angstrom": [[-0.928, 0.231, -0.592], [0.638, -0.094, 0.422], [-0.430, 0.744, 0.513], [0.095, -0.609, -0.795], [-1.848, 0.486, -1.187], [1.683, 0.300, 0.408], [0.520, -1.002, 1.231], [-0.313, 1.571, 1.133], [0.116, -1.462, -1.264]]}


<R>
{"formula": "C2H5N2", "method": "ωB97M-V/def2-TZVPD", "gap_ev": 12.3, "homo_ev": -16.245, "lumo_ha": -0.1454, "charge": 1, "elements": ["C", "C", "N", "N", "H", "H", "H", "H", "H"], "positions_angstrom": [[-0.997, 0.415, 0.040], [0.757, -0.403, -0.118], [0.106, 0.830, -0.547], [-0.522, -0.727, 0.490], [-2.342, 0.789, 0.144], [1.032, -1.070, -0.941], [1.588, -0.285, 0.581], [0.401, 1.650, -1.049], [-0.882, -1.499, 1.026]]}


<Q> comes first in stability; the runner-up is 0.0073 hartree higher.


<P>
{"formula": "C2H29O13", "method": "ωB97M-V/def2-TZVPD", "gap_ev": 8.2, "homo_ev": -5.743, "lumo_ha": 0.0914, "charge": -1, "elements": ["C", "C", "O", "H", "H", "H", "H", "H", "O", "H", "H", "O", "H", "H", "O", "H", "H", "O", "H", "H", "O", "H", "H", "O", "H", "H", "O", "H", "H", "O", "H", "H", "O", "H", "H", "O", "H", "H", "O", "H", "H", "O", "H", "H"], "positions_angstrom": [[0.871, -1.651, 0.113], [0.507, -0.165, -0.164], [0.464, 0.237, -1.580], [1.341, -1.817, 1.085], [1.650, -1.803, -0.610], [-0.062, -2.236, -0.035], [1.176, 0.550, 0.390], [-0.483, 0.085, 0.192], [-1.213, -1.839, -2.469], [-0.612, -1.180, -1.994], [-1.992, -1.315, -2.676], [0.267, 2.284, -3.399], [-0.352, 1.774, -3.934], [0.673, 1.658, -2.845], [-0.838, 1.052, 2.554], [-0.036, 0.595, 2.919], [-0.586, 1.942, 2.333], [-2.151, 1.174, -1.378], [-2.784, 0.578, -1.813], [-1.302, 0.760, -1.436], [3.546, 1.241, 1.253], [3.285, 1.285, 2.170], [3.731, 0.339, 1.068], [-3.050, -0.148, 1.045], [-2.273, -0.043, 0.572], [-3.609, -0.697, 0.477], [2.294, 0.138, -3.548], [3.155, 0.387, -3.186], [1.653, 0.037, -2.846], [0.295, 3.203, 1.227], [0.721, 2.679, 0.576], [1.003, 3.501, 1.802], [0.870, -1.387, 3.614], [0.688, -1.805, 2.793], [0.042, -1.595, 4.000], [2.089, 2.419, -0.854], [1.678, 1.548, -0.961], [2.537, 2.436, 0.045], [-2.592, -3.072, -0.051], [-3.363, -2.523, 0.095], [-2.011, -2.582, -0.598], [-1.537, -2.159, 2.297], [-1.891, -1.271, 2.314], [-1.800, -2.615, 1.445]]}


<Q>
{"formula": "C2H29O13", "method": "ωB97M-V/def2-TZVPD", "gap_ev": 8.8, "homo_ev": -6.181, "lumo_ha": 0.0953, "charge": -1, "elements": ["C", "C", "O", "H", "H", "H", "H", "H", "O", "H", "H", "O", "H", "H", "O", "H", "H", "O", "H", "H", "O", "H", "H", "O", "H", "H", "O", "H", "H", "O", "H", "H", "O", "H", "H", "O", "H", "H", "O", "H", "H", "O", "H", "H"], "positions_angstrom": [[0.951, -0.450, -0.532], [0.202, 0.673, 0.180], [-0.726, 0.257, 1.115], [1.581, -1.010, 0.164], [1.522, -0.094, -1.392], [0.169, -1.124, -0.899], [-0.199, 1.335, -0.604], [0.940, 1.348, 0.654], [1.512, 4.245, 1.931], [0.863, 4.295, 1.221], [1.693, 3.299, 2.032], [1.530, -3.962, 0.255], [2.081, -3.450, -0.346], [0.878, -3.325, 0.611], [-3.057, 1.548, -0.330], [-2.230, 1.245, 0.100], [-3.164, 2.459, -0.038], [0.824, -0.100, 3.477], [1.272, -0.888, 3.146], [0.189, 0.138, 2.760], [2.318, -0.494, -4.335], [3.252, -0.651, -4.505], [1.994, -1.324, -3.960], [-2.730, -1.687, 0.160], [-2.068, -0.969, 0.246], [-2.228, -2.497, 0.286], [-0.447, -2.541, 1.692], [-1.207, -2.916, 2.150], [-0.645, -1.583, 1.611], [-2.038, 1.139, -2.929], [-2.596, 1.291, -2.136], [-2.043, 1.974, -3.405], [3.122, 1.622, 2.840], [3.588, 1.216, 2.102], [2.363, 1.027, 3.011], [0.075, -3.264, -2.731], [-0.571, -2.630, -3.067], [0.304, -2.934, -1.854], [0.677, 2.880, -2.480], [0.007, 3.569, -2.489], [0.254, 2.141, -2.020], [-2.853, 0.374, 2.988], [-3.259, -0.497, 2.954], [-2.099, 0.315, 2.365]]}


<Q> comes first in stability; the runner-up is 0.0560 hartree higher.


<P>
{"formula": "C5H7FS2", "method": "ωB97M-V/def2-TZVPD", "gap_ev": 7.4, "homo_ev": -9.156, "lumo_ha": -0.0655, "charge": 0, "elements": ["C", "C", "C", "C", "C", "H", "H", "H", "H", "H", "H", "H", "F", "S", "S"], "positions_angstrom": [[1.698, 0.064, 0.594], [0.243, 0.239, 0.964], [-0.708, 1.145, 0.331], [-0.822, -0.377, 0.295], [-0.582, -1.100, -0.974], [2.176, -0.672, 1.362], [2.371, 1.132, 0.379], [1.779, -0.743, -0.593], [-0.029, 0.053, 2.113], [-1.620, 1.592, 0.931], [-1.197, 0.550, -2.178], [0.022, -0.521, -1.643], [-1.812, -0.840, 1.081], [-0.497, 2.091, -1.166], [-1.022, -2.613, -1.496]]}


<Q>
{"formula": "C5H7FS2", "method": "ωB97M-V/def2-TZVPD", "smiles": "FCC1=CSCCS1", "gap_ev": 8.6, "homo_ev": -7.956, "lumo_ha": 0.0242, "charge": 0, "elements": ["F", "C", "C", "C", "S", "C", "C", "S", "H", "H", "H", "H", "H", "H", "H"], "positions_angstrom": [[-2.326, 2.024, -1.466], [-1.684, 0.816, -1.707], [-0.644, 0.428, -0.634], [-0.255, 0.903, 0.616], [0.852, 0.471, 1.934], [1.745, -1.226, 1.412], [0.835, -1.852, 0.349], [0.349, -0.957, -1.188], [-1.070, 1.163, -2.691], [-2.410, 0.057, -1.890], [-0.831, 1.714, 0.912], [1.747, -1.999, 2.287], [2.941, -0.668, 1.315], [1.387, -2.860, 0.083], [-0.041, -2.261, 1.041]]}


<R>
{"formula": "C5H7FS2", "method": "ωB97M-V/def2-TZVPD", "smiles": "F[C@@]12CSCS[C@@H]1C2", "gap_ev": 9.5, "homo_ev": -8.698, "lumo_ha": 0.0294, "charge": 0, "elements": ["F", "C", "C", "S", "C", "S", "C", "C", "H", "H", "H", "H", "H", "H", "H"], "positions_angstrom": [[-1.757, -1.048, -0.879], [-1.223, -0.264, 0.013], [-0.346, -1.039, 0.995], [1.126, -1.506, 0.028], [1.822, 0.186, -0.381], [0.935, 1.646, 0.085], [-0.777, 1.132, -0.412], [-1.964, 0.918, 0.523], [-0.171, -0.549, 1.906], [-0.841, -1.963, 1.032], [1.861, 0.155, -1.431], [2.829, 0.243, 0.066], [-1.050, 1.441, -1.487], [-3.009, 0.936, 0.048], [-1.854, 1.344, 1.547]]}


<R> comes first in stability; the runner-up is 0.0565 hartree higher.


<P>
{"formula": "C8H11NO2", "method": "ωB97M-V/def2-TZVPD", "smiles": "C=CC1=N[C@@H](CO)[C@@H](C=C)O1", "gap_ev": 8.7, "homo_ev": -9.134, "lumo_ha": -0.0167, "charge": 0, "elements": ["C", "C", "C", "N", "C", "C", "O", "C", "C", "C", "O", "H", "H", "H", "H", "H", "H", "H", "H", "H", "H", "H"], "positions_angstrom": [[-3.893, 0.105, 0.038], [-2.814, -0.887, -0.526], [-1.358, -0.524, -0.069], [-0.461, -1.555, 0.065], [0.805, -0.922, 0.586], [1.742, -1.269, -0.409], [2.514, -2.634, 0.025], [0.581, 0.668, 0.689], [1.189, 1.625, -0.306], [1.880, 2.861, -0.254], [-0.820, 0.877, 0.243], [-4.895, -0.439, 0.235], [-4.091, 1.136, 0.646], [-2.828, -1.930, -0.785], [0.926, -1.161, 1.855], [2.565, -0.371, -0.328], [1.244, -1.460, -1.551], [1.896, -3.371, -0.029], [0.950, 1.065, 1.681], [0.949, 1.273, -1.411], [1.937, 3.490, -1.142], [1.981, 3.424, 0.748]]}


<Q>
{"formula": "C8H11NO2", "method": "ωB97M-V/def2-TZVPD", "smiles": "CON(CO)c1ccccc1", "gap_ev": 9.4, "homo_ev": -8.538, "lumo_ha": 0.0325, "charge": 0, "elements": ["C", "O", "N", "C", "O", "C", "C", "C", "C", "C", "C", "H", "H", "H", "H", "H", "H", "H", "H", "H", "H", "H"], "positions_angstrom": [[-2.531, 1.616, 0.822], [-1.763, 1.055, -0.252], [-1.104, -0.094, 0.185], [-1.759, -1.419, -0.431], [-1.021, -1.903, -1.461], [0.291, 0.025, 0.080], [1.106, -0.862, 0.709], [2.477, -0.855, 0.548], [3.107, 0.034, -0.249], [2.314, 0.977, -0.885], [0.932, 0.998, -0.690], [-2.767, 2.729, 0.785], [-2.095, 1.390, 1.769], [-3.498, 1.167, 0.864], [-2.710, -1.096, -0.752], [-1.873, -2.214, 0.405], [-0.092, -1.693, -1.071], [0.580, -1.563, 1.366], [3.102, -1.677, 0.982], [4.188, -0.080, -0.468], [2.990, 1.656, -1.408], [0.125, 1.809, -0.847]]}


<Q> comes first in stability; the runner-up is 0.1818 hartree higher.


<P>
{"formula": "C8H11NO2", "method": "ωB97M-V/def2-TZVPD", "gap_ev": 7.0, "homo_ev": -6.357, "lumo_ha": 0.0222, "charge": 0, "elements": ["C", "C", "C", "C", "C", "C", "C", "C", "N", "O", "O", "H", "H", "H", "H", "H", "H", "H", "H", "H", "H", "H"], "positions_angstrom": [[-0.032, -1.721, 1.050], [-0.279, -1.907, -0.304], [-0.120, -0.378, 1.438], [-0.009, -0.970, -1.225], [-3.162, 0.224, -0.066], [0.300, 0.736, 0.801], [-0.039, 2.186, 0.790], [2.283, -0.173, -0.826], [0.820, 0.164, -1.021], [-3.160, 0.587, -1.148], [-3.097, -0.053, 1.026], [-0.285, -2.489, 1.728], [-0.762, -2.804, -0.795], [-0.479, -0.136, 2.350], [-0.259, -1.055, -2.264], [-0.856, 2.427, 1.480], [-0.315, 2.397, -0.212], [0.832, 2.803, 1.029], [2.398, -1.197, -0.168], [2.678, -0.245, -1.827], [2.781, 0.655, -0.241], [0.763, 0.950, -1.593]]}


<Q>
{"formula": "C8H11NO2", "method": "ωB97M-V/def2-TZVPD", "smiles": "[H]/N=C\\C[C@@H]1C[C@H](C=C)OC1=O", "gap_ev": 8.4, "homo_ev": -8.482, "lumo_ha": -0.0013, "charge": 0, "elements": ["H", "N", "C", "C", "C", "C", "C", "C", "C", "O", "C", "O", "H", "H", "H", "H", "H", "H", "H", "H", "H", "H"], "positions_angstrom": [[1.698, -3.608, -0.647], [2.339, -2.794, -0.527], [1.618, -1.811, -0.006], [0.057, -2.174, 0.262], [-0.862, -0.887, 0.484], [-1.024, 0.162, -0.703], [-1.317, 1.641, -0.088], [-0.174, 2.498, -0.851], [1.057, 2.700, -0.141], [-0.978, 1.424, 1.322], [-0.585, 0.093, 1.712], [-0.144, -0.107, 2.853], [2.062, -0.783, 0.204], [-0.297, -2.650, -0.729], [-0.073, -2.980, 1.056], [-1.899, -1.314, 0.747], [0.001, 0.173, -1.236], [-1.743, -0.115, -1.559], [-2.381, 2.031, -0.249], [-0.401, 2.891, -1.895], [1.090, 3.269, 0.850], [1.990, 2.225, -0.596]]}


<R>
{"formula": "C8H11NO2", "method": "ωB97M-V/def2-TZVPD", "gap_ev": [8.9, 6.8], "homo_ev": [-8.627, -7.001], "lumo_ha": [0.0113, -0.0079], "charge": 0, "elements": ["C", "C", "C", "C", "C", "C", "C", "C", "N", "O", "O", "H", "H", "H", "H", "H", "H", "H", "H", "H", "H", "H"], "positions_angstrom": [[-2.096, 0.731, 2.045], [-0.021, 0.552, -1.478], [0.033, 0.413, 0.859], [-3.344, 0.459, 1.845], [0.906, -0.093, -2.144], [1.433, 0.403, -3.463], [1.470, -1.416, -1.670], [-0.118, 0.195, 3.229], [-0.822, 0.428, 1.976], [1.241, 0.463, 0.997], [-0.639, 0.406, -0.303], [-4.113, 1.186, 2.057], [-3.709, -0.506, 1.491], [0.669, 0.956, -4.001], [2.276, 1.071, -3.294], [1.775, -0.431, -4.072], [2.556, -1.343, -1.642], [1.114, -1.662, -0.673], [1.186, -2.214, -2.357], [0.330, -0.801, 3.207], [0.685, 0.926, 3.330], [-0.813, 0.277, 4.060]]}


<P> comes first in stability; the runner-up is 0.0366 hartree higher.


<P>
{"formula": "CN2O3", "method": "ωB97M-V/def2-TZVPD", "gap_ev": [7.9, 7.8], "homo_ev": [-10.617, -10.612], "lumo_ha": [-0.1014, -0.1020], "charge": 0, "elements": ["C", "N", "N", "O", "O", "O"], "positions_angstrom": [[-1.219, -0.355, -0.056], [-2.038, -0.277, 0.761], [1.251, 0.161, -0.013], [1.652, 1.192, -0.433], [1.409, -0.617, 0.788], [-0.400, -0.216, -0.970]]}


<Q>
{"formula": "CN2O3", "method": "ωB97M-V/def2-TZVPD", "smiles": "N#CO[N+](=O)[O-]", "gap_ev": 10.8, "homo_ev": -11.995, "lumo_ha": -0.0423, "charge": 0, "elements": ["N", "C", "O", "N", "O", "O"], "positions_angstrom": [[-1.252, -0.877, -1.599], [-0.599, -0.343, -0.894], [-0.126, 0.699, -0.315], [0.513, 0.370, 0.688], [0.675, 0.974, 1.687], [0.789, -0.822, 0.433]]}


<P> comes first in stability; the runner-up is 0.0586 hartree higher.